Entry 1:
Below is C5H9N in the gas phase, with properties calculated with ωB97M-V/def2-TZVPD.

Values from the calculation:
Charge = 0
Lowest unoccupied orbital energy = 0.8 eV
SMILES = CCCCC#N
HOMO = -11.4083 eV
Energy relative to the best compared isomer or geometry (same formula, charge and spin) = 79.07 kJ/mol

Last column: natural (NBO) charge in e.
Atoms and positions in Å:
C: 1.13 0.47 -1.72  -0.61
C: 0.90 -0.58 -0.63  -0.40
C: -0.34 -0.36 0.28  -0.39
C: -0.55 0.27 1.71  -0.50
C: -2.00 0.09 1.84  0.29
N: -3.12 -0.16 1.70  -0.33
H: 1.61 1.38 -1.35  0.20
H: 1.77 0.05 -2.51  0.21
H: 0.18 0.75 -2.19  0.20
H: 1.83 -0.83 -0.11  0.21
H: 0.61 -1.50 -1.16  0.21
H: -1.05 0.19 -0.34  0.21
H: -0.78 -1.35 0.42  0.21
H: -0.31 1.34 1.83  0.24
H: -0.06 -0.26 2.53  0.24

---

Entry 2:
Below is a gas-phase ion, C7H13N7 (charge +2), with properties calculated with ωB97M-V/def2-TZVPD.

Values from the calculation:
Charge = +2
Lowest unoccupied orbital energy = -7.4 eV
HOMO = -14.1702 eV
Energy relative to the best compared isomer or geometry (same formula, charge and spin) = 401.53 kJ/mol

Last column: natural (NBO) charge in e.
Atoms and positions in Å:
C: -0.79 0.14 -1.41  0.27
C: 1.76 0.15 1.67  -0.36
C: 0.07 -0.27 -0.42  0.13
C: 1.31 1.28 1.35  0.45
C: 1.32 -1.27 1.36  0.27
C: 2.37 -2.37 1.25  -0.67
C: -3.65 1.58 -2.82  -0.41
N: -0.45 0.26 -2.77  -0.35
N: -2.00 0.73 -1.27  -0.25
N: -1.55 0.75 -3.46  0.07
N: 0.45 -1.24 0.28  -0.45
N: -2.34 1.08 -2.50  0.11
N: 1.09 2.55 1.23  -0.71
N: 0.42 -1.57 2.57  -0.71
H: 2.66 0.03 2.24  0.30
H: 2.02 -3.34 1.02  0.27
H: 3.04 -2.40 2.16  0.25
H: 3.04 -2.27 0.38  0.28
H: -4.36 0.99 -2.45  0.24
H: -3.66 2.55 -2.32  0.25
H: -3.78 1.57 -3.86  0.26
H: 0.41 2.85 1.89  0.45
H: 1.61 3.08 0.54  0.46
H: 0.42 0.13 -3.26  0.46
H: 0.31 -2.65 2.58  0.48
H: -0.50 -1.11 2.53  0.46
H: 0.79 -1.20 3.50  0.46

---

Entry 3:
Below is a molecular structure, Br5P, with properties calculated with ωB97M-V/def2-TZVPD.

Values from the calculation:
Charge = 0
Lowest unoccupied orbital energy = -2.3 eV
HOMO = -9.3918 eV
Energy relative to the best compared isomer or geometry (same formula, charge and spin) = 0.00 kJ/mol

Last column: natural (NBO) charge in e.
Atoms and positions in Å:
Br: -1.13 1.92 0.21  -0.15
Br: 0.63 0.29 2.08  -0.13
Br: 0.19 -2.17 0.44  -0.15
Br: 1.84 0.58 -1.30  -0.06
Br: -1.57 -0.63 -1.40  -0.13
P: 0.04 0.01 -0.03  0.62

---

Entry 4:
Below is a molecular structure, C5H3NO2, with properties calculated with ωB97M-V/def2-TZVPD.

Values from the calculation:
Charge = 0
Lowest unoccupied orbital energy = -1.9 eV
HOMO = -9.4958 eV
Energy relative to the best compared isomer or geometry (same formula, charge and spin) = 905.94 kJ/mol

Last column: natural (NBO) charge in e.
Atoms and positions in Å:
C: 0.76 0.59 -0.26  0.20
C: 2.03 0.13 -0.04  0.03
C: -0.03 -0.67 -0.45  0.03
C: -1.46 -0.79 -0.22  -0.06
C: -2.69 -0.91 0.02  -0.21
H: -0.10 2.91 0.82  0.44
H: 2.96 0.48 -0.09  0.21
H: -3.87 -0.54 0.56  0.30
N: 0.75 -1.65 -0.22  -0.06
O: -0.31 1.66 -0.25  -0.62
O: 1.95 -1.21 0.12  -0.25

---

Number 1: gap between HOMO and LUMO 12.229 eV. Number 2: gap between HOMO and LUMO 6.739 eV. Number 3: gap between HOMO and LUMO 7.099 eV. Number 4: gap between HOMO and LUMO 7.573 eV.